98
Properties=species:S:1:pos:R:3:forces:R:3 method="wB97M-V/def2-TZVPD" homo_energy_ev=-8.11 e_lumo_ev=0.359 energy_ev=-90590.130 spin_multiplicity=1
C -0.492825 4.874726 -1.048706 0.278 -0.405 -0.195
C 0.228556 4.085173 -2.333729 -0.598 0.634 0.938
C -0.725585 2.861284 -2.860470 -0.253 -0.253 -0.590
C 0.052249 1.380459 -2.895385 0.552 0.562 -0.653
C -0.144449 0.651321 -4.346727 -0.161 0.883 -0.603
C -0.428997 0.450411 -1.589267 2.506 1.880 -2.594
C -1.905118 -0.028031 -2.023338 -1.278 -1.030 0.578
C -3.033669 -0.260002 -0.868700 -1.710 0.125 -0.141
C -3.326829 1.077004 0.090550 1.165 -1.291 0.539
C -2.918428 -1.658572 -0.018914 -1.388 -0.301 -0.110
O -0.234296 1.471049 -0.506422 2.274 0.723 1.309
C 1.188457 1.622627 -0.053488 -0.165 0.650 -0.206
O 1.805341 2.651490 0.527111 -4.412 -7.569 -3.996
O 1.708275 0.267723 -0.437534 -0.049 2.914 -0.237
C 0.798463 -0.582753 -1.277341 -0.692 -1.673 2.571
C 0.555715 -1.847356 -0.210225 0.839 -0.374 0.520
C 0.565171 -1.391216 1.363515 -2.787 3.357 3.343
O -0.214077 -0.472059 1.939186 3.850 -5.238 -4.016
N 1.616613 -2.033633 2.293929 -0.741 2.278 -1.013
C 1.091314 -2.172132 3.704810 0.596 0.206 0.942
C 2.685831 -0.925610 2.396367 1.453 0.368 0.314
N 1.501843 -1.313796 -2.398701 0.618 1.826 0.410
C 3.005883 -1.241155 -2.323201 1.340 -1.049 -1.176
C 3.661567 0.131315 -2.982963 1.144 -0.702 0.224
H -1.593879 5.128978 -1.392502 2.265 -0.263 0.838
H 0.126720 5.854737 -0.764341 -1.514 -2.119 -0.690
H -0.551549 4.179255 -0.086106 0.167 1.433 -2.189
H 0.351502 4.896133 -3.169703 -0.168 -1.665 1.451
H 1.298967 3.718428 -2.017617 -2.143 0.637 -0.628
H -1.067301 3.138485 -3.964142 0.767 -0.745 2.230
H -1.739993 2.761526 -2.239596 2.362 0.368 -1.148
H 1.210596 1.664004 -2.831074 -2.482 -0.899 0.274
H -0.246128 -0.522048 -4.304087 0.339 2.553 -0.093
H 0.783245 0.973235 -5.023164 -1.987 -0.961 1.398
H -1.094312 1.143346 -4.875972 1.942 -1.352 1.104
H -2.447433 0.673377 -2.825682 1.791 -1.186 1.875
H -1.788014 -1.072927 -2.590259 0.001 2.217 1.281
H -4.062489 -0.370500 -1.472132 2.346 0.100 1.007
H -4.356516 0.995470 0.666755 2.064 0.167 -1.599
H -2.491590 1.020159 0.941064 -1.698 0.549 -1.951
H -3.222770 2.050267 -0.558607 -0.304 -1.846 1.470
H -4.042669 -1.977809 0.228553 2.461 0.703 -0.402
H -2.507549 -2.552468 -0.695089 -0.674 2.025 1.494
H -2.382817 -1.573561 1.016344 -0.708 -0.080 -2.161
H -0.337493 -2.542684 -0.523931 1.481 1.617 0.932
H 1.528329 -2.527524 -0.350266 -2.073 1.593 0.543
H -0.006102 -2.578046 3.693616 2.214 0.836 0.219
H 1.209576 -1.114949 4.225923 -0.895 -2.145 -0.806
H 1.855165 -2.890243 4.274859 -1.887 1.291 -1.342
H 3.333188 -0.826567 1.426404 -1.332 -0.335 1.765
H 3.403874 -1.181021 3.308494 -1.506 0.304 -2.056
H 2.228200 0.129143 2.634098 0.592 -2.009 -0.469
H 1.149852 -2.285761 -2.540902 0.546 1.214 0.612
H 3.452521 -1.489521 -1.244459 -1.012 0.847 -2.128
H 3.410400 -2.129927 -3.012347 -1.165 1.914 1.673
H 4.594907 -0.219095 -3.639469 -1.991 0.758 1.401
H 4.120855 0.807889 -2.132442 -1.273 -1.095 -1.834
H 2.948554 0.695019 -3.718602 1.199 -1.091 1.692
C -4.733228 2.231069 4.869446 0.018 -0.032 0.239
S -4.119708 1.360922 3.406745 -0.070 -0.056 0.316
O -4.632122 -0.047421 3.471910 0.241 0.418 0.055
C -2.383638 1.331821 3.916656 0.039 -0.071 0.013
H -5.818123 2.329440 4.784448 0.166 -0.045 -0.114
H -4.491384 1.664182 5.771555 0.002 -0.120 -0.128
H -4.284123 3.225767 4.919023 -0.085 -0.131 -0.198
H -2.284766 0.819951 4.876595 -0.109 -0.003 -0.056
H -2.009708 2.355378 3.996752 -0.121 -0.025 -0.062
H -1.808363 0.795489 3.158798 -0.123 0.036 0.055
C -4.394834 7.219463 4.731369 -0.055 -0.033 0.115
S -3.781315 6.349315 3.268668 -0.068 -0.351 0.043
O -4.293728 4.940973 3.333833 0.318 0.652 0.143
C -2.045245 6.320215 3.778578 0.045 -0.065 0.049
H -5.479729 7.317833 4.646370 0.165 -0.069 -0.100
H -4.152991 6.652575 5.633478 0.018 -0.023 -0.116
H -3.945730 8.214160 4.780946 -0.010 -0.087 -0.074
H -1.946372 5.808344 4.738518 -0.095 0.015 -0.060
H -1.671314 7.343772 3.858675 -0.084 -0.064 -0.044
H -1.469969 5.783882 3.020721 -0.175 0.057 0.019
C 4.337177 -4.382666 -5.992259 0.051 -0.120 0.033
S 2.930121 -3.553946 -5.213495 -0.074 -0.252 0.033
O 2.640118 -4.270191 -3.927753 0.034 0.185 -0.500
C 1.698053 -4.091528 -6.425027 -0.050 -0.083 0.001
H 5.223801 -4.212002 -5.376896 -0.195 0.049 -0.015
H 4.147525 -5.456305 -6.062843 -0.066 0.097 0.056
H 4.503559 -3.964230 -6.987649 -0.066 0.031 0.102
H 1.669095 -5.182610 -6.469437 0.065 0.078 0.082
H 1.948929 -3.682394 -7.406647 0.023 0.020 0.121
H 0.720395 -3.715135 -6.116069 0.184 0.017 0.049
C 2.192620 -6.978387 2.735247 -0.138 0.002 0.007
S 3.629974 -6.014828 3.263095 -0.183 0.341 0.234
O 3.183372 -5.110118 4.373180 0.108 -0.364 -0.567
C 3.750066 -5.013301 1.760659 -0.091 0.034 -0.074
H 1.912913 -7.655718 3.545732 0.139 0.141 -0.050
H 1.354983 -6.312160 2.515805 0.120 0.036 0.046
H 2.449411 -7.563610 1.849161 0.054 0.063 0.075
H 2.817839 -4.466907 1.600417 0.029 0.025 0.140
H 3.957008 -5.661467 0.905695 0.025 -0.025 0.111
H 4.570584 -4.302693 1.882025 -0.090 -0.130 0.103

---

12
Properties=species:S:1:pos:R:3:forces:R:3 method="wB97M-V/def2-TZVPD" homo_energy_ev=-9.84 e_lumo_ev=0.924 energy_ev=-9241.370 e_above_lowest_kj_mol=573.9 spin_multiplicity=1
C 1.744750 1.462305 -0.350670 3.412 0.732 2.585
C -1.750868 -0.926473 0.732486 -0.437 -1.402 1.636
N 1.306996 0.859129 0.906581 1.315 0.725 -0.995
N 0.409115 0.082642 1.152066 -1.392 -1.084 1.143
O 0.241117 -0.423523 2.257210 -0.413 -0.091 -0.427
O -0.622322 -0.296471 0.159662 1.041 0.939 -0.551
H 1.213941 1.303735 -1.202047 -1.930 -0.623 -2.286
H 2.863572 1.096610 -0.550299 -2.399 0.718 0.571
H 1.820079 2.568181 -0.117907 -0.072 -1.245 -0.450
H -2.397850 -1.274241 -0.094264 0.191 1.119 0.113
H -2.264244 -0.276313 1.539120 0.713 -1.133 -1.521
H -1.477535 -1.944194 1.149266 -0.027 1.345 0.179